119
Properties=species:S:1:pos:R:3:forces:R:3 method="wB97M-V/def2-TZVPD" multiplicity=3 homo_lumo_gap_ha="0.24016 / 0.11466" total_charge=+1 homo_energy_ev="-9.58 / -7.82"
Mo -1.113 -1.912 2.488 0.9 -2.6 -1.5
C -2.144 -4.955 2.926 -2.6 1.4 0.9
N -1.229 -4.220 2.088 0.5 1.6 -1.5
C 0.125 -4.741 2.257 0.3 -1.3 0.3
C -1.633 -4.350 0.626 0.1 -0.5 0.6
C -2.030 -3.046 -0.075 1.2 0.9 0.5
N -1.066 -1.879 0.260 1.4 -0.4 -2.1
C 0.311 -2.227 -0.475 -1.2 -0.9 2.1
C 1.487 -1.294 -0.372 -1.2 1.2 -1.7
C 1.737 -0.425 -1.423 -3.0 -1.2 -0.6
C 2.935 0.189 -1.707 0.8 0.0 -0.2
C 3.988 -0.116 -0.855 1.4 0.2 0.9
C 3.793 -0.758 0.343 -0.1 -1.4 0.7
C 2.491 -1.417 0.626 0.1 -0.5 0.2
O 2.249 -2.182 1.590 0.1 0.4 0.1
C 4.943 -1.160 1.257 1.5 0.2 0.0
C 5.350 -2.615 0.944 0.2 -0.4 1.0
C 6.243 -0.287 0.994 -2.1 -1.3 1.6
C 4.560 -1.037 2.749 -0.4 -0.2 0.5
C 3.031 1.016 -2.955 1.7 0.8 -0.6
C 4.452 1.692 -3.110 0.1 -1.7 -1.8
C 2.069 2.196 -2.779 -0.5 0.8 0.6
C 2.725 0.045 -4.174 0.2 2.1 0.7
C -1.637 -0.541 -0.115 0.3 -0.4 0.7
C -1.848 -0.079 -1.532 1.0 -1.4 -0.9
C -1.855 -0.846 -2.711 0.0 -0.1 1.7
C -2.424 -0.281 -3.845 -0.6 -0.9 -0.6
C -2.835 1.056 -3.848 0.1 1.9 1.6
C -2.680 1.907 -2.701 0.1 0.6 -3.3
C -1.961 1.363 -1.618 0.2 -0.2 2.2
O -1.460 2.029 -0.660 0.0 -0.4 -0.9
C -2.967 3.448 -2.734 -1.5 -1.7 0.7
C -4.134 3.730 -3.724 0.9 0.2 0.7
C -3.370 3.884 -1.289 -1.2 0.4 0.3
C -1.772 4.243 -3.170 -0.5 0.9 -0.4
C -2.855 -1.170 -5.008 -1.2 1.1 -1.4
C -4.436 -1.232 -5.109 -0.4 -0.2 0.8
C -2.351 -2.586 -4.979 1.6 -0.7 -0.1
C -2.431 -0.483 -6.365 -0.6 1.1 0.0
H -3.193 -4.847 2.505 1.2 -0.2 0.6
H -2.220 -4.523 3.953 0.4 -0.4 -0.7
H -1.921 -5.996 2.996 0.4 -0.9 -0.1
H 0.485 -4.579 3.297 0.1 0.5 -1.0
H 0.796 -4.452 1.415 -0.3 0.1 1.3
H -0.005 -5.828 2.223 0.5 -0.2 -0.3
H -2.534 -4.992 0.628 0.5 0.2 -0.4
H -0.834 -4.896 0.076 -0.6 0.5 0.3
H -3.029 -2.727 0.179 -0.3 0.1 0.1
H -1.997 -3.212 -1.139 -0.1 -0.1 -0.4
H 0.080 -2.441 -1.514 -0.1 0.4 0.1
H 0.545 -3.229 -0.044 0.4 1.0 -0.7
H 0.925 -0.340 -2.195 0.7 0.0 0.9
H 5.043 0.100 -1.079 -0.8 0.4 -0.2
H 5.794 -2.746 -0.022 0.3 0.3 -0.7
H 4.533 -3.326 0.972 -0.3 0.0 0.3
H 6.112 -2.925 1.693 -0.5 0.1 -0.4
H 6.640 -0.565 0.042 0.8 0.2 -0.4
H 6.853 -0.464 1.879 0.6 -0.2 -0.5
H 5.928 0.721 1.090 0.0 1.3 -0.4
H 3.704 -1.716 2.960 1.0 0.5 0.2
H 4.234 -0.024 2.926 -0.4 0.6 0.0
H 5.382 -1.132 3.510 -0.4 -0.5 -1.1
H 4.747 2.213 -2.235 0.0 0.7 0.8
H 4.484 2.373 -4.000 -0.3 -0.5 0.9
H 5.269 0.942 -3.299 -0.8 0.4 0.1
H 2.133 2.709 -1.744 0.2 -0.8 -1.7
H 1.064 1.843 -2.854 -1.0 -0.3 0.1
H 2.134 2.934 -3.600 0.4 -0.2 0.5
H 3.481 -0.717 -4.199 0.2 -0.5 0.0
H 2.732 0.587 -5.129 0.1 0.0 0.3
H 1.742 -0.350 -4.018 -0.5 -0.5 -0.2
H -1.031 0.276 0.354 -0.5 -0.8 -0.2
H -2.610 -0.587 0.399 0.2 0.6 -0.1
H -1.463 -1.885 -2.708 -0.8 0.8 -0.1
H -3.228 1.457 -4.789 -0.1 -0.1 0.6
H -4.994 3.073 -3.652 0.0 -0.1 0.2
H -3.723 3.708 -4.715 -0.1 -0.1 -0.6
H -4.418 4.751 -3.530 -0.4 0.3 -0.1
H -4.374 3.461 -0.994 0.9 0.4 -0.4
H -3.461 4.989 -1.254 -0.1 -0.6 -0.1
H -2.661 3.583 -0.511 -0.2 0.3 -0.6
H -1.533 4.127 -4.211 0.0 -0.1 -0.6
H -0.933 3.965 -2.626 1.7 -0.6 1.1
H -1.927 5.304 -2.957 -0.1 -0.1 -0.2
H -4.941 -1.319 -4.104 0.6 0.1 -0.9
H -4.710 -2.145 -5.679 0.1 0.7 0.2
H -4.855 -0.340 -5.627 0.3 -0.7 0.5
H -2.623 -3.212 -4.110 -0.3 0.4 -0.5
H -1.247 -2.580 -5.019 -0.2 0.0 0.2
H -2.631 -3.069 -5.920 -0.2 -0.1 0.4
H -3.155 0.362 -6.594 0.9 -1.0 0.2
H -2.408 -1.128 -7.249 -0.3 -0.2 0.4
H -1.451 -0.019 -6.305 0.2 -0.1 0.1
O -5.102 -2.604 3.897 1.1 -0.2 0.0
C -4.009 -2.414 3.470 -1.3 0.6 -0.4
N -2.978 -2.165 2.903 -1.3 0.6 1.0
C -0.479 -0.197 6.173 -0.3 -1.1 1.3
C -0.492 -1.339 5.383 -0.4 2.3 -1.8
N -0.183 -1.143 4.071 1.7 0.4 0.8
C 0.460 0.021 3.640 -1.2 -1.1 2.7
C 0.669 1.085 4.505 1.1 0.8 0.7
C 0.270 0.919 5.866 -0.5 0.4 -2.3
C 1.378 2.288 3.914 -0.6 0.9 1.3
C 1.428 3.620 4.238 -0.8 -1.8 -1.5
C 0.705 4.222 5.344 0.5 2.0 2.0
C -0.313 5.204 5.211 0.2 -0.7 -0.9
C -0.901 5.599 6.384 -1.3 1.8 1.3
N -0.566 5.192 7.608 0.0 -1.3 -0.1
C 0.422 4.316 7.630 1.5 0.6 0.1
N 1.201 3.977 6.590 -1.7 -1.5 -0.9
H -1.160 -0.244 7.023 0.9 0.1 0.6
H -0.846 -2.292 5.716 -0.4 -0.3 -0.1
H 1.006 -0.102 2.756 0.4 0.2 -1.6
H 0.509 1.670 6.581 -0.2 0.7 0.4
H 1.832 2.020 3.001 0.6 -0.2 -1.1
H 1.783 4.328 3.470 0.2 -0.6 0.4
H -0.663 5.670 4.268 0.4 -0.8 0.5
H -1.720 6.355 6.488 0.8 -0.6 -1.0
H 0.760 3.888 8.585 -0.3 0.4 -0.2



126
Properties=species:S:1:pos:R:3:forces:R:3 method="wB97M-V/def2-TZVPD" e_above_lowest_kj_mol=0.0 homo_lumo_gap_ha=0.26838 total_charge=0 homo_energy_ev=-6.94
Ti -0.462 0.276 0.417 0.2 0.0 0.2
C -2.816 4.545 2.935 0.0 0.0 0.0
C -2.623 4.587 1.419 0.0 0.0 0.0
C -1.147 4.488 1.036 0.0 0.0 0.0
C -3.162 5.917 0.895 0.0 0.0 0.0
N -3.413 3.472 0.806 0.0 0.0 0.0
C -4.535 3.651 0.013 0.0 0.0 0.0
C -5.080 2.437 -0.187 0.0 0.0 0.0
N -4.309 1.507 0.474 0.0 0.0 0.0
B -4.746 0.016 0.453 0.0 0.0 0.0
N -4.525 -0.624 -0.940 0.0 0.0 0.0
C -5.463 -1.512 -1.424 0.0 0.0 0.0
C -5.209 -1.728 -2.724 0.0 0.0 0.0
N -4.095 -0.971 -3.059 0.0 0.0 0.0
C -3.666 -0.312 -1.935 0.0 0.0 0.0
S -2.299 0.700 -1.799 0.0 0.0 0.0
C -3.636 -0.751 -4.461 0.0 0.0 0.0
C -2.171 -1.148 -4.616 0.0 0.0 0.0
C -4.468 -1.619 -5.403 0.0 0.0 0.0
C -3.854 0.717 -4.829 0.0 0.0 0.0
N -4.226 -0.829 1.638 0.0 0.0 0.0
C -4.933 -0.837 2.820 0.0 0.0 0.0
C -4.321 -1.681 3.668 0.0 0.0 0.0
N -3.224 -2.206 3.007 0.0 0.0 0.0
C -3.166 -1.652 1.766 0.0 0.0 0.0
S -1.972 -1.922 0.562 0.0 0.0 0.0
C -2.331 -3.264 3.575 0.0 0.0 0.0
C -0.896 -2.754 3.654 0.0 0.0 0.0
C -2.442 -4.520 2.711 0.0 0.0 0.0
C -2.803 -3.603 4.987 0.0 0.0 0.0
C -3.281 2.142 1.058 0.0 0.0 0.0
S -2.029 1.402 1.991 0.0 0.0 0.0
H -2.322 5.409 3.382 0.0 0.0 0.0
H -2.389 3.642 3.364 0.0 0.0 0.0
H -3.879 4.590 3.183 0.0 0.0 0.0
H -0.599 5.258 1.584 0.0 0.0 0.0
H -1.018 4.674 -0.030 0.0 0.0 0.0
H -0.724 3.517 1.279 0.0 0.0 0.0
H -2.554 6.713 1.324 0.0 0.0 0.0
H -4.197 6.089 1.196 0.0 0.0 0.0
H -3.082 5.987 -0.190 0.0 0.0 0.0
H -4.855 4.612 -0.337 0.0 0.0 0.0
H -5.954 2.150 -0.743 0.0 0.0 0.0
H -5.947 0.043 0.598 0.0 0.0 0.0
H -6.242 -1.904 -0.794 0.0 0.0 0.0
H -5.725 -2.351 -3.427 0.0 0.0 0.0
H -2.035 -2.192 -4.328 0.0 0.0 0.0
H -1.531 -0.521 -4.004 0.0 0.0 0.0
H -1.883 -1.041 -5.664 0.0 0.0 0.0
H -4.358 -2.682 -5.181 0.0 0.0 0.0
H -4.106 -1.452 -6.417 0.0 0.0 0.0
H -5.525 -1.354 -5.381 0.0 0.0 0.0
H -3.275 1.372 -4.181 0.0 0.0 0.0
H -4.912 0.975 -4.739 0.0 0.0 0.0
H -3.546 0.881 -5.863 0.0 0.0 0.0
H -5.818 -0.241 2.949 0.0 0.0 0.0
H -4.580 -1.950 4.673 0.0 0.0 0.0
H -0.489 -2.527 2.673 0.0 0.0 0.0
H -0.278 -3.517 4.130 0.0 0.0 0.0
H -0.845 -1.841 4.249 0.0 0.0 0.0
H -2.095 -4.331 1.698 0.0 0.0 0.0
H -3.476 -4.868 2.675 0.0 0.0 0.0
H -1.828 -5.308 3.150 0.0 0.0 0.0
H -2.739 -2.742 5.654 0.0 0.0 0.0
H -2.141 -4.374 5.380 0.0 0.0 0.0
H -3.820 -4.000 5.000 0.0 0.0 0.0
O 0.493 -1.128 -0.800 0.0 0.0 0.0
S 0.501 -1.473 -2.278 0.0 0.0 0.0
C 2.242 -1.810 -2.614 0.0 0.0 0.0
C 2.528 -3.157 -1.972 0.0 0.0 0.0
C 1.384 -4.054 -2.441 0.0 0.0 0.0
C 0.088 -3.253 -2.274 0.0 0.0 0.0
H 2.811 -0.969 -2.219 0.0 0.0 0.0
H 2.348 -1.841 -3.702 0.0 0.0 0.0
H 2.513 -3.045 -0.886 0.0 0.0 0.0
H 3.508 -3.535 -2.263 0.0 0.0 0.0
H 1.331 -4.988 -1.883 0.0 0.0 0.0
H 1.530 -4.308 -3.494 0.0 0.0 0.0
H -0.369 -3.384 -1.292 0.0 0.0 0.0
H -0.662 -3.451 -3.037 0.0 0.0 0.0
S 0.736 -0.013 2.142 -0.1 0.0 -0.1
Sb 3.808 -0.461 0.613 0.0 0.0 0.0
C 4.743 -1.225 2.385 0.0 0.0 0.0
C 3.924 -1.798 3.356 0.0 0.0 0.0
C 4.468 -2.291 4.537 0.0 0.0 0.0
C 5.835 -2.220 4.755 0.0 0.0 0.0
C 6.660 -1.652 3.792 0.0 0.0 0.0
C 6.115 -1.156 2.616 0.0 0.0 0.0
C 4.285 1.607 0.947 0.0 0.0 0.0
C 3.241 2.484 1.242 0.0 0.0 0.0
C 3.496 3.831 1.468 0.0 0.0 0.0
C 4.794 4.317 1.398 0.0 0.0 0.0
C 5.839 3.451 1.107 0.0 0.0 0.0
C 5.585 2.105 0.884 0.0 0.0 0.0
C 5.471 -0.851 -0.713 0.0 0.0 0.0
C 5.737 0.001 -1.786 0.0 0.0 0.0
C 6.671 -0.339 -2.757 0.0 0.0 0.0
C 7.353 -1.545 -2.676 0.0 0.0 0.0
C 7.094 -2.408 -1.619 0.0 0.0 0.0
C 6.158 -2.064 -0.652 0.0 0.0 0.0
H 2.852 -1.844 3.198 0.0 0.0 0.0
H 3.820 -2.728 5.286 0.0 0.0 0.0
H 6.260 -2.605 5.674 0.0 0.0 0.0
H 7.728 -1.592 3.959 0.0 0.0 0.0
H 6.770 -0.718 1.872 0.0 0.0 0.0
H 2.223 2.111 1.299 0.0 0.0 0.0
H 2.676 4.500 1.700 0.0 0.0 0.0
H 4.992 5.367 1.574 0.0 0.0 0.0
H 6.855 3.824 1.055 0.0 0.0 0.0
H 6.411 1.442 0.652 0.0 0.0 0.0
H 5.220 0.952 -1.863 0.0 0.0 0.0
H 6.869 0.342 -3.576 0.0 0.0 0.0
H 8.084 -1.810 -3.429 0.0 0.0 0.0
H 7.625 -3.349 -1.546 0.0 0.0 0.0
H 5.973 -2.748 0.170 0.0 0.0 0.0
C -0.216 3.212 -2.288 0.0 0.0 0.0
C 0.812 2.645 -1.318 0.1 0.0 0.0
C 1.994 2.062 -2.080 0.0 0.0 0.0
O 0.257 1.664 -0.486 -0.2 0.0 0.0
H 0.185 4.104 -2.774 0.0 0.0 0.0
H -1.142 3.471 -1.775 0.0 0.0 0.0
H -0.463 2.476 -3.056 0.0 0.0 0.0
H 1.181 3.456 -0.675 0.0 0.0 0.0
H 1.642 1.267 -2.745 0.0 0.0 0.0
H 2.731 1.653 -1.390 0.0 0.0 0.0
H 2.476 2.829 -2.689 0.0 0.0 0.0



no.,calculated total energy (eV)
1,-65649.65590
2,-146289.42279